Computed, not measured: one molecule with the formula C23H29N3O3S at a distorted geometry, with the ωB97M-V functional and the def2-TZVPD basis.

Geometry as XYZ:
```
59
Properties=species:S:1:pos:R:3:forces:R:3
C -0.4113 3.1997 -3.0121 0.007 0.008 0.037
C 0.4169 2.8293 -1.8222 0.074 -0.032 0.070
C 1.7818 3.0924 -1.8105 0.054 -0.077 0.079
C 2.5730 2.7337 -0.7329 0.085 0.108 -0.002
C 1.9862 2.0906 0.3381 0.379 -0.094 0.545
S 2.9833 1.5799 1.7413 0.239 -0.083 0.211
O 4.0048 2.5686 1.9212 0.034 0.026 -0.381
O 2.0988 1.2747 2.8305 -0.196 -0.151 -0.199
N 3.7855 0.1582 1.3815 -0.505 0.908 0.353
C 4.6194 0.1723 0.2105 0.280 0.101 -0.354
C 3.8245 -0.2091 -1.0598 0.002 0.060 -0.136
N 2.5576 -0.8070 -0.6689 0.001 -0.198 -0.065
C 1.7804 -1.2511 -1.8059 0.019 -0.062 -0.080
C 0.3253 -1.5843 -1.4629 0.426 0.104 -0.035
O -0.3645 -2.2269 -2.2252 -0.132 -0.130 -0.184
N -0.0630 -1.0805 -0.2707 0.055 0.194 0.359
C -1.2818 -1.2345 0.4022 -0.292 -0.194 -0.024
C -1.3238 -0.8865 1.7515 0.032 -0.022 -0.010
C -2.5021 -0.9921 2.4731 0.035 0.011 -0.098
C -3.6390 -1.4494 1.8373 -0.026 0.012 -0.156
C -3.5936 -1.8081 0.4925 0.074 0.171 0.290
C -2.4274 -1.7076 -0.2361 0.093 -0.011 -0.098
C -4.9371 -2.2925 0.0344 -0.103 -0.051 -0.081
C -5.8873 -1.7894 1.1330 -0.059 -0.047 0.018
C -5.0160 -1.6608 2.3931 -0.099 -0.020 0.116
C 2.8097 -1.8348 0.3308 0.171 0.024 0.072
C 3.1426 -1.1082 1.6442 -0.257 -0.399 0.197
C 0.6245 1.8745 0.3711 -0.123 0.140 0.011
C -0.1784 2.2342 -0.7035 0.193 0.022 0.071
C -1.6521 1.9828 -0.6615 0.017 0.025 -0.001
H 0.2077 3.6181 -3.8011 0.002 0.024 -0.068
H -1.1667 3.9354 -2.7384 -0.099 0.050 -0.047
H -0.9304 2.3245 -3.4006 -0.084 -0.024 -0.085
H 2.2316 3.5887 -2.6586 0.039 0.053 -0.080
H 3.6254 2.9666 -0.7055 0.146 0.057 -0.059
H 5.0419 1.1734 0.1365 0.199 -0.111 -0.155
H 5.4397 -0.5346 0.3725 -0.037 0.117 0.006
H 4.4232 -0.9070 -1.6717 -0.057 0.053 0.045
H 3.6060 0.6720 -1.6665 0.078 -0.114 -0.010
H 2.2120 -2.1314 -2.3105 -0.116 0.072 0.036
H 1.7521 -0.4364 -2.5373 0.004 -0.057 -0.004
H 0.6457 -0.5466 0.2195 -0.023 -0.072 -0.220
H -0.4273 -0.5339 2.2425 0.143 0.046 0.050
H -2.5226 -0.7167 3.5171 0.019 0.041 0.116
H -2.3884 -1.9899 -1.2748 0.029 0.000 -0.083
H -4.9345 -3.3850 -0.0097 -0.029 -0.035 -0.055
H -5.2037 -1.9198 -0.9542 -0.008 -0.062 -0.045
H -6.2707 -0.8057 0.8569 -0.020 0.005 -0.002
H -6.7367 -2.4538 1.2828 -0.062 0.049 -0.018
H -5.0380 -2.5847 2.9782 -0.054 -0.001 0.059
H -5.3377 -0.8469 3.0428 -0.022 -0.036 0.061
H 3.6484 -2.4832 0.0276 -0.072 -0.025 -0.030
H 1.9310 -2.4676 0.4573 0.072 0.001 0.021
H 2.2476 -0.8845 2.2255 0.007 -0.252 -0.019
H 3.8062 -1.7234 2.2631 -0.102 0.043 -0.009
H 0.1920 1.4531 1.2647 -0.152 -0.092 0.087
H -2.2045 2.9006 -0.8568 -0.104 0.051 -0.018
H -1.9355 1.2568 -1.4233 -0.104 -0.074 -0.048
H -1.9505 1.5937 0.3077 -0.073 -0.050 0.046
```
Forces are in eV/Å.

Properties
DFT total energy: -1682.03614 a.u.
LUMO: 0.63 eV
HOMO level: -8.268 eV
energy above the lowest of the compared OMol25 structures with the same formula, charge and spin: 18.2 kcal/mol
SMILES: Cc1ccc(S(=O)(=O)N2CCN(CC(=O)Nc3ccc4c(c3)CCC4)CC2)cc1C
gap between HOMO and LUMO: 8.9 eV
total charge: 0